Entry 1:
Computed, not measured: the molecule C24H23FN4O4S, with ωB97M-V/def2-TZVPD.

Summary:
Multiplicity: 1
M: 482.54 g/mol
HOMO level: -8.4 eV
Structure (SMILES): CCn1cc(C(=O)O)c(=O)c2cc(F)c(N3CCN(C(=S)NC(=O)c4ccccc4)CC3)cc21
Electronic energy: -52966.3303 eV
Charge: 0
Energy relative to the best compared isomer or geometry (same formula, charge and spin): 0.0 kcal per mole
Frontier orbital gap: 8.16 eV
Maximum force: 0.77 eV/Å

Each line ends with the natural charge from an NBO analysis.
Positions of all 57 atoms, in Å:
C (0.31749, -1.69786, -2.09922)  -0.63
H (0.61479, -2.69808, -1.79373)  0.21
H (0.57322, -1.00513, -1.30177)  0.24
H (0.87504, -1.42987, -2.99284)  0.22
C (-1.18039, -1.66593, -2.38975)  -0.20
N (-1.95775, -1.99057, -1.20740)  -0.37
C (-2.30300, -3.27302, -1.01287)  0.15
C (-3.02033, -3.73292, 0.04911)  -0.36
C (-3.47299, -2.81865, 1.07206)  0.52
O (-4.14975, -3.16767, 2.04990)  -0.65
C (-3.05810, -1.43810, 0.85882)  -0.20
C (-3.43117, -0.46790, 1.79524)  -0.19
C (-3.04826, 0.83280, 1.64364)  0.32
C (-2.23516, 1.25834, 0.56849)  0.24
C (-1.88991, 0.28815, -0.37016)  -0.34
C (-2.29406, -1.04330, -0.25717)  0.28
H (-1.25071, 0.57228, -1.18459)  0.21
N (-1.87136, 2.57661, 0.45137)  -0.44
C (-1.27754, 3.10632, -0.74744)  -0.22
H (-1.63940, 2.56465, -1.62069)  0.22
H (-1.60870, 4.14496, -0.84854)  0.20
C (0.25626, 3.03642, -0.67431)  -0.24
N (0.67849, 3.38894, 0.67038)  -0.40
C (1.88103, 3.12397, 1.19101)  0.30
S (2.49389, 3.88248, 2.52596)  -0.21
N (2.73067, 2.19548, 0.57857)  -0.65
C (2.43783, 0.89590, 0.23192)  0.67
O (1.30050, 0.46787, 0.16456)  -0.62
C (3.62255, 0.05430, -0.06213)  -0.10
C (3.49455, -1.32124, 0.12059)  -0.17
C (4.55900, -2.16189, -0.14195)  -0.21
C (5.75556, -1.63801, -0.60346)  -0.18
C (5.88292, -0.27291, -0.80672)  -0.21
C (4.82476, 0.57499, -0.53588)  -0.20
H (4.93148, 1.63388, -0.72349)  0.21
H (6.81167, 0.13310, -1.17837)  0.22
H (6.58864, -2.29268, -0.80995)  0.22
H (4.45560, -3.22502, 0.01245)  0.22
H (2.55489, -1.71116, 0.48161)  0.23
H (3.69078, 2.35032, 0.86727)  0.43
C (-0.27990, 4.19026, 1.39821)  -0.25
H (-0.49288, 5.10206, 0.83207)  0.20
C (-1.55207, 3.36372, 1.63336)  -0.21
H (-1.37804, 2.69350, 2.47675)  0.22
H (-2.38116, 4.03403, 1.88891)  0.20
H (0.15426, 4.47855, 2.35609)  0.27
H (0.70525, 3.72986, -1.39766)  0.20
H (0.57980, 2.02264, -0.90471)  0.24
F (-3.49972, 1.74023, 2.54439)  -0.33
H (-4.04328, -0.76692, 2.63191)  0.26
C (-3.32528, -5.19492, 0.11275)  0.80
O (-2.93573, -5.95855, -0.73914)  -0.62
O (-4.04057, -5.58696, 1.15361)  -0.68
H (-4.25375, -4.79727, 1.73062)  0.51
H (-1.99247, -3.98800, -1.76348)  0.24
H (-1.48608, -0.68771, -2.76598)  0.20
H (-1.42141, -2.40437, -3.15825)  0.21



Entry 2:
Computed, not measured: the molecule C36H46N2O2 in a non-equilibrium geometry, with ωB97M-V/def2-TZVPD.

Summary:
Multiplicity: 1
M: 538.78 g/mol
HOMO level: -7.7 eV
Structure (SMILES): CN1C(=O)[C@@H](Cc2ccccc2)N(/C=C/[C@@H](Oc2c(C(C)(C)C)cccc2C(C)(C)C)c2ccccc2)C1(C)C
Electronic energy: -45151.7433 eV
Charge: 0
Frontier orbital gap: 8.22 eV
Maximum force: 2.95 eV/Å

Each line ends with the Mulliken charge.
Positions of all 86 atoms, in Å:
C (3.18424, 0.95286, -3.04896)  -2.32
C (3.03256, 1.17619, -1.53768)  2.60
C (3.08262, -0.21375, -0.91094)  -0.64
C (4.20227, 2.11906, -1.19857)  -1.75
C (1.68805, 1.86038, -1.16124)  0.35
C (1.05890, 1.91659, 0.13491)  0.49
O (1.67041, 1.53496, 1.27932)  -0.12
C (-0.23645, 2.51774, 0.34721)  0.13
C (-0.95601, 2.55372, 1.71611)  2.25
C (-2.46576, 2.81200, 1.56626)  -2.01
C (-0.31355, 3.68671, 2.54484)  -1.26
C (-0.76275, 1.21869, 2.42671)  -1.51
C (-0.75687, 3.27605, -0.69555)  -0.65
C (-0.11961, 3.28952, -1.93533)  -1.53
C (1.03874, 2.56018, -2.17083)  -0.38
H (3.26620, 1.89932, -3.59444)  0.51
H (4.10523, 0.38730, -3.24980)  0.43
H (2.34886, 0.38661, -3.47560)  0.44
H (2.84906, -0.20209, 0.15194)  -0.73
H (2.30486, -0.83541, -1.37584)  0.56
H (4.05466, -0.71172, -1.04577)  0.30
H (4.23723, 2.45043, -0.15371)  0.41
H (5.17535, 1.66754, -1.43137)  0.40
H (4.09542, 3.04496, -1.78183)  0.39
H (-2.90055, 2.11102, 0.83664)  0.41
H (-2.99127, 2.66368, 2.52498)  0.42
H (-2.68019, 3.83229, 1.23031)  0.42
H (0.67286, 3.35665, 2.89808)  0.11
H (-0.15772, 4.57793, 1.91290)  0.25
H (-0.91493, 3.97882, 3.42284)  0.49
H (0.30140, 1.03052, 2.54471)  -0.01
H (-1.22133, 1.20485, 3.42515)  0.48
H (-1.18179, 0.41552, 1.81026)  0.36
H (-1.68253, 3.84741, -0.55121)  0.22
H (-0.52921, 3.89346, -2.74752)  0.32
H (1.47007, 2.53032, -3.17867)  0.29
C (7.43103, -3.08516, 4.56130)  -1.06
N (6.27577, -2.78226, 3.75087)  0.18
C (5.48231, -3.79421, 3.27148)  -0.01
O (5.76284, -4.98920, 3.30890)  -0.70
C (4.25242, -3.15556, 2.65014)  0.08
C (2.95071, -3.61284, 3.28818)  -0.52
C (2.72528, -5.11149, 3.19011)  0.52
C (2.61522, -5.86136, 4.36767)  -0.36
C (2.37784, -7.23352, 4.28671)  -0.60
C (2.18362, -7.84440, 3.04530)  -0.47
C (2.25252, -7.07964, 1.88178)  -0.63
C (2.52586, -5.71367, 1.94399)  -0.36
N (4.51254, -1.72017, 2.86307)  0.28
C (3.63296, -0.82679, 2.33698)  -0.82
C (3.36790, 0.47233, 2.68417)  -1.32
C (3.19665, 1.55782, 1.69023)  1.34
C (3.56819, 2.98208, 2.22365)  -0.23
C (3.17200, 4.12155, 1.51020)  0.25
C (3.45344, 5.41917, 1.97027)  -1.03
C (4.03333, 5.60022, 3.22724)  -0.58
C (4.43519, 4.46171, 3.95568)  -0.74
C (4.33162, 3.16666, 3.38650)  -0.31
C (5.63895, -1.47136, 3.77442)  0.90
C (5.14062, -1.13844, 5.16918)  -1.62
C (6.60249, -0.38819, 3.28756)  -1.72
H (7.71446, -4.12129, 4.39427)  0.39
H (8.27099, -2.43982, 4.29459)  0.29
H (7.22287, -2.97193, 5.63064)  0.35
H (4.21851, -3.40735, 1.57518)  0.30
H (2.94124, -3.28795, 4.34387)  0.34
H (2.12402, -3.05884, 2.80917)  0.44
H (2.78215, -5.37114, 5.33111)  0.33
H (2.36106, -7.82812, 5.19171)  0.37
H (1.93830, -8.89916, 2.97980)  0.38
H (2.11209, -7.52845, 0.90553)  0.37
H (2.63420, -5.09257, 1.04740)  0.33
H (2.99630, -1.27491, 1.55824)  0.80
H (3.27622, 0.73229, 3.73731)  0.82
H (3.87402, 1.23682, 0.78523)  -0.07
H (2.60146, 3.98070, 0.58539)  0.41
H (3.15440, 6.27885, 1.36250)  0.38
H (4.13563, 6.60267, 3.62999)  0.38
H (4.83777, 4.55753, 4.97308)  0.39
H (4.85157, 2.35338, 3.91039)  0.22
H (4.60325, -1.98346, 5.60893)  0.40
H (5.98766, -0.91128, 5.81896)  0.51
H (4.48484, -0.27008, 5.15578)  0.28
H (7.22361, -0.76887, 2.46443)  0.40
H (6.07080, 0.50199, 2.95512)  0.15
H (7.28065, -0.09454, 4.09795)  0.45



Entry 3:
Computed, not measured: a structure of composition C33H24BrINOPReS2, with ωB97M-V/def2-TZVPD.

Summary:
Multiplicity: 2
M: 938.68 g/mol
HOMO level (spin up / spin down): -13.4 / -13.6 eV
Electronic energy: -149368.0615 eV
Charge: +2
Energy relative to the best compared isomer or geometry (same formula, charge and spin): 1.3 kcal per mole
Frontier orbital gap (spin up / spin down): 6.28 / 6.50 eV
Expectation value of S²: 0.78
Maximum force: 0.90 eV/Å

Each line ends with the Mulliken spin population.
Positions of all 65 atoms, in Å:
Re (1.08453, 1.04135, -0.03747)  0.84
I (-0.51181, 3.06553, -0.92798)  -0.01
C (-2.51612, 2.74000, -0.44143)  0.01
C (-3.16517, 3.93066, -0.25647)  0.00
C (-4.57011, 3.96860, -0.14413)  0.00
C (-5.26564, 2.81170, -0.28259)  0.00
C (-4.60601, 1.57013, -0.47232)  0.00
C (-5.40368, 0.41236, -0.63807)  0.00
C (-4.83885, -0.81393, -0.80009)  0.00
C (-3.44165, -0.92077, -0.73316)  0.00
C (-2.61253, 0.16607, -0.57785)  -0.01
P (-0.89164, -0.36721, -0.33152)  0.00
C (-1.03214, -1.57719, 1.00233)  0.01
C (-1.82500, -1.23972, 2.10111)  0.00
C (-1.89334, -2.09019, 3.19003)  0.00
C (-1.17769, -3.28327, 3.18630)  0.00
C (-0.39111, -3.61992, 2.09704)  0.00
C (-0.30756, -2.76396, 1.00543)  0.01
C (-0.31089, -1.12664, -1.86032)  0.03
C (0.47559, -0.28807, -2.65684)  -0.01
C (1.02168, -0.73488, -3.85031)  0.00
C (0.76959, -2.03748, -4.25909)  0.00
C (-0.01922, -2.87459, -3.48195)  0.00
C (-0.56047, -2.42694, -2.28505)  0.00
C (-3.18453, 1.48108, -0.50185)  0.00
H (-2.61411, 4.86035, -0.22163)  0.00
H (-5.07209, 4.91229, 0.01240)  0.00
H (-6.34730, 2.81175, -0.25247)  0.00
H (-6.47964, 0.53047, -0.63737)  0.00
H (-5.44232, -1.69942, -0.93557)  0.00
H (-3.02007, -1.91793, -0.75989)  0.00
H (-2.39922, -0.32037, 2.10796)  0.00
H (-2.51248, -1.83061, 4.03768)  0.00
H (-1.24370, -3.95266, 4.03319)  0.00
H (0.16291, -4.54885, 2.09178)  0.00
H (0.33201, -3.02638, 0.17234)  0.00
H (0.60286, 0.77290, -2.41254)  -0.01
H (1.61077, -0.07068, -4.46870)  0.00
H (1.17799, -2.39777, -5.19314)  0.00
H (-0.21664, -3.88552, -3.81159)  0.00
H (-1.16070, -3.09793, -1.68566)  0.00
O (6.21867, 3.48404, -2.73866)  0.00
C (5.11847, 2.97400, -2.20113)  0.00
C (4.53923, 1.76304, -2.59941)  0.00
C (3.41863, 1.33977, -1.94350)  -0.01
N (2.81015, 2.03302, -0.94538)  -0.01
C (3.38404, 3.19725, -0.58477)  -0.01
Br (2.62966, 4.16982, 0.82119)  0.01
C (4.52581, 3.69573, -1.16983)  0.00
H (6.57126, 2.92676, -3.44447)  0.00
H (4.96388, 1.15614, -3.38652)  0.00
H (2.96191, 0.39376, -2.20573)  0.01
H (4.95744, 4.62726, -0.83671)  0.00
S (0.83069, 1.20172, 2.09681)  -0.07
C (1.56780, -0.12069, 2.88874)  0.03
C (1.45949, -0.27663, 4.29128)  -0.01
C (2.05001, -1.35832, 4.88217)  0.03
C (2.75853, -2.30057, 4.10139)  -0.03
C (2.86630, -2.16075, 2.74418)  0.04
C (2.25961, -1.05393, 2.11636)  -0.03
S (2.36051, -0.78752, 0.42462)  0.17
H (0.91831, 0.45702, 4.87467)  0.00
H (1.98735, -1.49814, 5.95211)  0.00
H (3.22592, -3.14353, 4.59234)  0.00
H (3.41183, -2.88162, 2.14968)  0.00



> Among the records above, which one has the highest multiplicity?

C33H24BrINOPReS2



> M of number 3 (C33H24BrINOPReS2)?

938.68 g/mol



> What is the electronic energy in the third record?

-149368.0615 eV



> What is the formula in the third record?

C33H24BrINOPReS2